No. 1
Formula: H6N2Si
Source: the Open Molecules 2025 dataset
Level of theory: the ωB97M-V functional and the def2-TZVPD basis

Each line ends with the Löwdin charge.
Element x y z (Å)
N: 2.0421 0.2145 0.1187  -0.087
N: -0.4429 -0.0600 -1.0662  -0.356
Si: -1.2269 -0.2973 0.3249  0.513
H: 2.6574 -0.5439 -0.0106  -0.056
H: 1.7381 0.4298 1.1912  0.061
H: 2.9808 0.8599 -0.1372  0.090
H: -1.9479 -1.4589 0.4735  -0.152
H: 0.2773 -0.9344 -1.5377  0.073
H: -1.0491 0.7839 1.3812  -0.085

## Properties
Total charge: 0
Energy above the lowest of the compared OMol25 structures with the same formula, charge and spin in kJ/mol: 267.7

=====

No. 2
Formula: H6N5O
Source: the Open Molecules 2025 dataset
Level of theory: the ωB97M-V functional and the def2-TZVPD basis

Each line ends with the Löwdin charge.
Element x y z (Å)
N: -0.2333 -1.8435 -0.3120  -0.105
N: -1.4884 0.0013 0.4868  -0.126
N: 1.4983 1.7136 -0.7387  -0.130
N: -0.7567 -0.4923 -0.4166  -0.279
N: 1.2271 0.8042 0.3698  -0.277
O: 0.3898 1.4994 1.2988  -0.250
H: 0.7451 -1.7551 -0.7079  0.044
H: -0.2009 -2.1823 0.7732  0.088
H: -0.5155 1.2679 1.0263  -0.044
H: -1.8174 -0.7785 1.1259  0.024
H: 2.1640 1.0987 -1.3786  0.064
H: 0.6567 1.5724 -1.2987  -0.008

## Properties
Total charge: -1
Energy above the lowest of the compared OMol25 structures with the same formula, charge and spin in kJ/mol: 215.6

=====

No. 3
Formula: H6NP3
Source: the Open Molecules 2025 dataset
Level of theory: the ωB97M-V functional and the def2-TZVPD basis

Each line ends with the Löwdin charge.
Element x y z (Å)
N: -1.8927 0.9714 -1.1219  -0.346
P: -0.4660 0.3677 1.7735  0.444
P: 0.9912 0.1248 -1.7746  0.514
P: -0.7746 0.0859 -0.4809  0.113
H: -2.6851 1.1284 -0.5658  -0.066
H: -1.1395 -0.9130 2.0141  -0.187
H: 0.7780 -0.4252 1.9443  -0.137
H: 0.6240 1.4463 -1.7386  -0.192
H: 0.3304 -0.0911 -3.0386  -0.126
H: -1.0872 -2.3221 0.1712  -0.017

## Properties
Total charge: 0
Energy above the lowest of the compared OMol25 structures with the same formula, charge and spin in kJ/mol: 381.6

=====

No. 4
Formula: H6NS2
Source: the Open Molecules 2025 dataset
Level of theory: the ωB97M-V functional and the def2-TZVPD basis

Each line ends with the Löwdin charge.
Element x y z (Å)
N: 0.5451 -1.1942 1.2258  0.313
H: 0.1294 -0.8405 2.0852  0.156
H: 1.5575 -0.9755 1.2096  0.174
H: 0.4540 -2.2089 1.1816  0.160
H: 0.0312 -0.7558 0.4475  0.032
S: -0.9660 1.2279 -0.5132  0.233
S: 0.4160 1.3812 -1.9681  0.269
H: -1.7173 2.2891 -0.6925  -0.179
H: -0.4498 1.0767 -2.9758  -0.158

## Properties
Total charge: +1
Energy above the lowest of the compared OMol25 structures with the same formula, charge and spin in kJ/mol: 26.2

=====

No. 5
Formula: H6O3
Source: the Open Molecules 2025 dataset
Level of theory: the ωB97M-V functional and the def2-TZVPD basis

Each line ends with the Löwdin spin population.
Element x y z (Å)
O: -3.4942 0.0910 -0.7463  0.136
H: -4.3256 0.0496 -0.2736  0.022
H: -2.8807 0.4744 -0.1196  0.047
O: 3.1041 -0.6599 0.0002  0.281
H: 4.0437 -0.6515 0.1824  0.079
H: 2.7143 -0.1747 0.7275  0.088
O: 0.2166 0.6758 0.0788  0.221
H: 0.9534 0.2048 -0.3103  0.039
H: -0.3316 -0.0096 0.4608  0.088

## Properties
Total charge: -1
Energy above the lowest of the compared OMol25 structures with the same formula, charge and spin in kJ/mol: 53.1
Multiplicity: 2
<S²>: 0.75

=====

No. 6
Formula: H6O3
Source: the Open Molecules 2025 dataset
Level of theory: the ωB97M-V functional and the def2-TZVPD basis

Each line ends with the Löwdin charge.
Element x y z (Å)
O: -2.1752 -1.4788 0.4556  -0.081
H: -1.6352 -0.7758 0.0806  -0.031
H: -1.7812 -1.6368 1.3396  0.040
O: -0.6512 0.4452 -0.9404  0.003
H: 0.1308 0.3232 -0.4884  -0.044
H: -0.7282 1.3712 -0.9764  0.037
O: 1.9118 0.7732 0.2276  -0.149
H: 2.0858 -0.1868 0.4856  0.075
H: 2.8428 1.1652 -0.1834  0.150

## Properties
Total charge: 0
Energy above the lowest of the compared OMol25 structures with the same formula, charge and spin in kJ/mol: 82.8

=====

Q: The highest energy above the lowest of the compared OMol25 structures with the same formula, charge and spin belongs to which entry?
A: H6NP3

=====

Q: Among the records above, which one has the highest energy above the lowest of the compared OMol25 structures with the same formula, charge and spin?
A: H6NP3

=====

Q: The highest energy above the lowest of the compared OMol25 structures with the same formula, charge and spin belongs to which entry?
A: H6NP3

=====

Q: Look up the total charge of the fifth one.
A: -1